w) This record from the Open Molecules 2025 dataset describes a structure of composition C6H8N2. The level of theory is the ωB97M-V functional and the def2-TZVPD basis.

Structure (XYZ):
```
16
Properties=species:S:1:pos:R:3:nbo_charge:R:1
C -1.217 0.536 2.071 -0.655
C -1.044 0.684 0.642 0.105
C 0.188 0.071 -0.017 -0.187
C 0.821 -1.115 0.283 -0.272
C 1.809 -1.793 -0.408 -0.059
C 2.575 -2.508 -1.075 -0.225
H -2.467 0.841 2.347 0.246
H -1.075 -0.742 2.548 0.225
H -0.476 1.157 2.825 0.263
H 0.814 0.881 -0.662 0.225
H 0.406 -1.754 1.001 0.220
H 3.081 -3.081 -2.044 0.281
H -1.995 1.851 -2.035 0.377
H -0.302 0.996 -2.049 0.347
N -1.489 1.632 -0.113 -0.215
N -0.907 1.884 -1.446 -0.676
```

Properties
**Kohn-Sham gap**: 0.321 hartree
**HOMO**: -8.880 eV
**E_LUMO**: -0.15 eV


x) This record from the Open Molecules 2025 dataset describes a structure of composition C6H8N2. The level of theory is the ωB97M-V functional and the def2-TZVPD basis.

Structure (XYZ):
```
16
Properties=species:S:1:pos:R:3:nbo_charge:R:1
C 0.456 0.759 1.779 0.284
C -1.068 -0.513 0.062 -0.053
C -0.853 0.114 -1.228 -0.450
C 0.364 0.553 -0.628 -0.099
C 1.038 -0.888 -0.563 -0.230
C 0.046 -1.640 -0.178 -0.195
H 1.567 2.110 0.896 0.337
H -0.210 0.229 2.664 0.184
H -2.196 -0.939 0.329 0.215
H -1.732 0.666 -1.134 0.221
H -0.958 -0.485 -2.181 0.219
H 0.805 1.500 -0.897 0.217
H 1.919 -1.001 -1.048 0.214
H -0.200 -2.831 -0.388 0.244
N 1.415 1.651 1.770 -0.683
N -0.394 0.715 0.744 -0.426
```

Properties
**Kohn-Sham gap**: 0.373 hartree
**HOMO**: -9.241 eV
**E_LUMO**: 0.91 eV


y) This record from the Open Molecules 2025 dataset describes an isolated molecule of C6H8N2. The level of theory is the ωB97M-V functional and the def2-TZVPD basis.

Structure (XYZ):
```
16
Properties=species:S:1:pos:R:3:nbo_charge:R:1
C 1.452 -1.352 -0.311 -0.458
C 0.211 -1.352 0.371 -0.218
C -0.818 -0.236 -0.025 -0.041
C -0.271 0.895 1.056 -0.375
C 0.708 1.239 -0.233 -0.238
C -2.224 -0.573 -0.199 0.262
H 1.554 -0.881 -1.419 0.216
H 2.471 -2.101 -0.163 0.238
H -0.081 -2.032 1.248 0.247
H -0.913 1.882 1.142 0.224
H 0.153 0.854 1.994 0.212
H 0.886 2.295 -0.288 0.198
H 1.725 0.753 -0.094 0.226
H -0.780 0.348 -2.002 0.375
N -0.680 0.770 -1.028 -0.586
N -3.395 -0.511 -0.049 -0.281
```

Properties
**Kohn-Sham gap**: 0.386 hartree
**HOMO**: -9.725 eV
**E_LUMO**: 0.77 eV
**SMILES**: C=C[C@@]1(C#N)CCN1


What should be chosen as the least stable of them? Choose w).


w) This record from the Open Molecules 2025 dataset describes an isolated molecule of C6H8N2. The level of theory is the ωB97M-V functional and the def2-TZVPD basis.

Structure (XYZ):
```
16
Properties=species:S:1:pos:R:3:nbo_charge:R:1
C 1.093 -0.372 -1.366 -0.227
C 1.315 -1.334 -0.463 -0.218
C 0.105 0.629 -1.226 -0.105
C 0.659 -1.207 0.829 0.102
C 0.958 -1.838 1.878 -0.500
C -1.579 1.638 0.032 -0.400
N -0.471 -0.093 0.935 -0.307
N -0.608 0.660 -0.121 -0.080
H 1.625 -0.261 -2.392 0.221
H 2.034 -2.104 -0.661 0.223
H -0.211 1.323 -2.111 0.214
H 0.599 -1.525 2.855 0.207
H 1.735 -2.499 2.008 0.199
H -2.566 1.220 0.339 0.235
H -1.663 2.145 -0.967 0.207
H -1.291 2.486 0.828 0.229
```

Properties
**Kohn-Sham gap (alpha / beta)**: 0.271 / 0.271 hartree
**HOMO (alpha / beta)**: -6.996 / -6.994 eV
**E_LUMO (alpha / beta)**: 0.38 / 0.38 eV


x) This record from the Open Molecules 2025 dataset describes an isolated molecule of C6H8N2. The level of theory is the ωB97M-V functional and the def2-TZVPD basis.

Structure (XYZ):
```
16
Properties=species:S:1:pos:R:3:nbo_charge:R:1
C 2.291 -1.006 -0.276 -0.688
C 1.146 -0.158 0.073 0.441
C -1.294 -0.194 0.331 0.126
C -1.731 0.065 1.560 -0.367
C -1.829 0.546 -0.876 -0.088
C -2.219 1.476 -1.537 -0.213
H 1.938 -1.990 -0.576 0.233
H 2.949 -1.135 0.589 0.243
H 2.708 -0.471 -1.271 0.228
H 2.106 1.441 0.833 0.361
H -0.295 -0.689 -1.242 0.399
H -1.405 -0.455 2.373 0.200
H -2.678 0.503 1.788 0.215
H -2.776 1.968 -2.308 0.236
N 1.190 0.901 0.763 -0.681
N -0.102 -0.800 -0.223 -0.647
```

Properties
**Kohn-Sham gap**: 0.357 hartree
**HOMO**: -8.852 eV
**E_LUMO**: 0.86 eV
**SMILES**: [H]/N=C(\C)NC(=C)C#C


y) This record from the Open Molecules 2025 dataset describes an isolated molecule of C6H8N2. The level of theory is the ωB97M-V functional and the def2-TZVPD basis.

Structure (XYZ):
```
16
Properties=species:S:1:pos:R:3:nbo_charge:R:1
C -1.205 1.060 -0.373 -0.517
C 1.610 -1.513 -0.192 -0.653
C 0.279 -0.876 -0.009 0.239
C 0.156 0.590 0.074 -0.060
C -2.227 0.076 0.117 0.104
C 1.117 1.406 0.490 -0.345
N -0.741 -1.646 0.065 -0.269
N -1.972 -1.144 0.353 -0.256
H -1.426 2.063 -0.019 0.234
H -1.242 1.085 -1.470 0.240
H -3.244 0.403 0.287 0.189
H 1.478 -2.560 -0.452 0.244
H 2.198 -0.991 -0.952 0.220
H 2.157 -1.468 0.760 0.226
H 0.964 2.469 0.541 0.200
H 2.098 1.043 0.779 0.204
```

Properties
**Kohn-Sham gap**: 0.343 hartree
**HOMO**: -9.157 eV
**E_LUMO**: 0.17 eV
**SMILES**: C=C1CC=NN=C1C


What should be chosen as the least stable of them? Choose x).


w) This record from the Open Molecules 2025 dataset describes a cluster of 2 separate species, C7H17N in total. The level of theory is the ωB97M-V functional and the def2-TZVPD basis.

Structure (XYZ):
```
25
Properties=species:S:1:pos:R:3:mulliken_spin:R:1
C -0.992 -1.456 -2.117 -0.019
C -0.719 0.125 -2.876 0.027
C -1.551 -1.117 -0.824 0.850
N 1.068 1.171 2.034 0.074
C 1.864 2.166 1.350 0.004
C 1.186 -0.647 0.577 0.035
C 0.209 0.363 1.165 -0.040
C -0.717 -0.277 2.195 0.006
H -1.472 -2.050 -2.920 0.060
H 0.018 -1.915 -2.070 0.023
H 0.021 0.349 -2.109 -0.008
H -0.452 0.527 -3.837 -0.001
H -1.656 0.415 -2.411 -0.007
H -2.334 -0.379 -0.733 0.028
H -1.801 -2.012 -0.220 -0.008
H 2.642 1.845 0.632 -0.002
H 2.404 2.704 2.127 0.001
H 1.256 2.929 0.804 0.002
H 1.676 -1.068 1.465 0.012
H 0.658 -1.349 -0.100 -0.031
H 1.911 -0.149 -0.089 0.000
H -0.348 0.966 0.454 -0.002
H -1.436 -0.944 1.714 -0.005
H -1.306 0.465 2.752 0.001
H -0.126 -0.664 3.040 0.002
```

Properties
**Kohn-Sham gap (alpha / beta)**: 0.179 / 0.151 hartree
**⟨S²⟩**: 0.756
**2S+1**: 2
**HOMO (alpha / beta)**: -1.220 / -0.925 eV
**E_LUMO (alpha / beta)**: 3.65 / 3.19 eV
**Total charge**: -1


x) This record from the Open Molecules 2025 dataset describes the ion C7H17N with charge -1. The level of theory is the ωB97M-V functional and the def2-TZVPD basis.

Structure (XYZ):
```
25
Properties=species:S:1:pos:R:3:mulliken_spin:R:1
C 0.300 0.881 -2.301 -0.218
C 1.512 0.110 -2.956 2.372
C 0.282 1.374 -0.960 0.810
N 0.564 0.409 0.100 -0.369
C -0.581 -0.451 3.408 -0.019
C 0.148 -0.612 2.147 0.646
C -0.583 -0.106 0.868 -0.474
C -1.278 -1.098 -0.040 1.090
H -0.005 1.684 -2.959 -0.345
H -0.607 0.139 -2.576 0.140
H 2.460 0.431 -2.474 -0.168
H 1.397 -1.040 -2.772 -0.352
H 1.621 -0.178 -4.077 -1.314
H -0.784 1.844 -0.572 0.078
H 0.913 2.321 -0.813 -0.072
H 1.272 -0.251 -0.189 -0.035
H -0.255 -1.136 4.099 -0.039
H -1.669 -0.645 3.518 -0.021
H -0.500 0.683 3.816 -0.030
H 1.103 -0.010 2.341 0.088
H 0.664 -1.524 2.006 -0.101
H -1.126 0.845 1.199 0.102
H -0.706 -1.913 -0.398 -0.379
H -1.814 -0.529 -0.744 0.066
H -2.327 -1.227 0.331 -0.454
```

Properties
**Kohn-Sham gap (alpha / beta)**: 0.083 / 0.307 hartree
**⟨S²⟩**: 0.750
**2S+1**: 2
**HOMO (alpha / beta)**: 1.309 / -4.815 eV
**E_LUMO (alpha / beta)**: 3.58 / 3.54 eV
**Total charge**: -1


What should be chosen as the least stable of them? Choose w).


w) This record from the Open Molecules 2025 dataset describes an isolated molecule of C21H27NO3. The level of theory is the ωB97M-V functional and the def2-TZVPD basis.

Structure (XYZ):
```
52
Properties=species:S:1:pos:R:3:nbo_charge:R:1
C -2.586 -3.990 -0.422 -0.602
H -2.003 -3.933 0.495 0.197
C -2.663 -2.624 -1.093 -0.404
C -3.305 -1.584 -0.179 -0.209
N -3.382 -0.305 -0.859 -0.623
H -2.454 -0.016 -1.152 0.364
C -4.030 0.752 -0.124 -0.236
C -3.245 1.366 1.058 0.063
O -4.076 2.191 1.840 -0.703
H -4.519 2.824 1.264 0.463
C -2.017 2.161 0.580 -0.087
O -1.031 1.250 0.150 -0.523
C 0.098 1.727 -0.449 0.313
C 0.399 3.078 -0.578 -0.303
C 1.544 3.480 -1.247 -0.176
C 2.390 2.548 -1.819 -0.247
C 2.096 1.203 -1.697 -0.145
C 0.976 0.776 -0.995 -0.151
C 0.772 -0.692 -0.858 0.583
O 0.872 -1.433 -1.808 -0.530
C 0.495 -1.216 0.534 -0.506
H 0.638 -2.298 0.509 0.227
H -0.551 -1.015 0.768 0.246
C 1.385 -0.567 1.603 -0.423
C 2.828 -0.527 1.180 -0.042
C 3.508 -1.699 0.871 -0.161
C 4.824 -1.660 0.447 -0.222
C 5.481 -0.447 0.328 -0.219
C 4.816 0.725 0.643 -0.210
C 3.499 0.683 1.065 -0.204
H 2.985 1.604 1.305 0.212
H 5.322 1.675 0.557 0.212
H 6.507 -0.416 -0.007 0.213
H 5.338 -2.579 0.206 0.213
H 3.006 -2.651 0.963 0.202
H 1.040 0.448 1.805 0.213
H 1.287 -1.143 2.528 0.225
H 2.743 0.454 -2.127 0.233
H 3.272 2.865 -2.353 0.219
H 1.764 4.535 -1.324 0.216
H -0.250 3.828 -0.153 0.222
H -2.307 2.833 -0.241 0.171
H -1.646 2.766 1.421 0.190
H -2.905 0.576 1.734 0.181
H -4.974 0.363 0.269 0.204
H -4.264 1.557 -0.835 0.183
H -2.743 -1.537 0.770 0.149
H -4.329 -1.889 0.062 0.185
H -3.250 -2.692 -2.009 0.207
H -1.659 -2.296 -1.368 0.206
H -2.114 -4.710 -1.085 0.214
H -3.581 -4.351 -0.171 0.200
```

Properties
**Kohn-Sham gap**: 0.338 hartree
**HOMO**: -8.670 eV
**E_LUMO**: 0.53 eV
**SMILES**: CCCNC[C@H](O)COc1ccccc1C(=O)CCc1ccccc1


x) This record from the Open Molecules 2025 dataset describes an isolated molecule of C21H27NO3. The level of theory is the ωB97M-V functional and the def2-TZVPD basis.

Structure (XYZ):
```
52
Properties=species:S:1:pos:R:3:nbo_charge:R:1
C 0.907 2.551 -2.708 -0.255
H 1.256 1.514 -2.761 0.182
O 0.532 2.904 -1.401 -0.514
C -0.473 2.210 -0.794 0.394
C -1.212 1.200 -1.401 -0.442
C -2.210 0.538 -0.693 0.403
C -2.478 0.877 0.641 -0.110
C -1.737 1.895 1.220 -0.189
C -0.743 2.559 0.526 -0.326
H -0.171 3.350 0.982 0.225
H -1.940 2.174 2.244 0.213
C -3.527 0.130 1.414 -0.415
H -3.743 0.671 2.339 0.201
H -4.441 0.087 0.818 0.224
C -3.115 -1.309 1.753 -0.407
H -2.977 -1.880 0.836 0.234
C -1.822 -1.392 2.575 -0.038
N -0.654 -1.117 1.747 -0.633
C -0.243 -1.884 0.714 0.686
O -0.714 -2.964 0.425 -0.638
C 0.900 -1.258 -0.076 -0.493
C 2.177 -1.058 0.755 -0.432
C 3.150 -0.231 -0.036 0.083
C 3.061 1.155 -0.019 -0.255
C 3.910 1.927 -0.792 -0.196
C 4.861 1.320 -1.595 -0.230
C 4.959 -0.061 -1.618 -0.203
C 4.107 -0.831 -0.845 -0.249
H 4.185 -1.908 -0.867 0.210
H 5.700 -0.540 -2.241 0.212
H 5.525 1.920 -2.199 0.212
H 3.826 3.003 -0.767 0.213
H 2.318 1.636 0.601 0.212
H 1.935 -0.548 1.689 0.208
H 2.607 -2.031 0.997 0.217
H 0.565 -0.289 -0.452 0.225
H 1.118 -1.906 -0.927 0.227
H -0.289 -0.179 1.794 0.404
C -1.679 -2.756 3.247 -0.616
H -2.502 -2.921 3.938 0.204
H -0.743 -2.806 3.798 0.208
H -1.682 -3.537 2.493 0.241
H -1.836 -0.614 3.348 0.191
H -3.923 -1.773 2.322 0.207
O -2.979 -0.455 -1.217 -0.511
C -2.686 -0.944 -2.501 -0.251
H -1.667 -1.337 -2.556 0.183
H -3.391 -1.756 -2.672 0.206
H -2.829 -0.177 -3.271 0.173
H -1.013 0.928 -2.424 0.231
H 1.731 3.214 -2.967 0.203
H 0.087 2.701 -3.419 0.174
```

Properties
**Kohn-Sham gap**: 0.323 hartree
**HOMO**: -8.075 eV
**E_LUMO**: 0.72 eV
**SMILES**: COc1ccc(CC[C@@H](C)NC(=O)CCc2ccccc2)c(OC)c1


y) This record from the Open Molecules 2025 dataset describes an isolated molecule of C21H27NO3. The level of theory is the ωB97M-V functional and the def2-TZVPD basis.

Structure (XYZ):
```
52
Properties=species:S:1:pos:R:3:nbo_charge:R:1
C -2.089 -3.275 -1.710 -0.253
H -2.254 -2.376 -2.313 0.180
O -1.454 -2.971 -0.492 -0.506
C -0.214 -2.399 -0.533 0.308
C 0.339 -2.099 0.712 -0.327
C 1.590 -1.514 0.806 0.312
C 2.323 -1.228 -0.356 -0.080
C 1.750 -1.531 -1.577 -0.156
C 0.494 -2.104 -1.687 -0.334
H 0.093 -2.316 -2.665 0.223
H 2.304 -1.313 -2.478 0.215
C 3.699 -0.626 -0.296 -0.425
H 4.081 -0.691 0.723 0.220
H 4.356 -1.212 -0.944 0.216
C 3.740 0.833 -0.770 -0.404
H 3.159 0.942 -1.686 0.230
C 3.196 1.819 0.269 -0.037
N 1.787 1.582 0.552 -0.626
C 0.795 1.657 -0.361 0.697
O 0.961 1.979 -1.519 -0.644
C -0.579 1.355 0.227 -0.495
C -1.596 1.031 -0.870 -0.432
C -2.979 0.936 -0.295 0.085
C -3.421 -0.242 0.295 -0.263
C -4.682 -0.318 0.858 -0.194
C -5.519 0.784 0.844 -0.230
C -5.087 1.964 0.262 -0.204
C -3.825 2.038 -0.301 -0.249
H -3.492 2.960 -0.756 0.209
H -5.735 2.828 0.246 0.210
H -6.505 0.725 1.283 0.210
H -5.014 -1.243 1.310 0.208
H -2.775 -1.107 0.309 0.219
H -1.546 1.815 -1.628 0.230
H -1.309 0.089 -1.339 0.215
H -0.907 2.242 0.778 0.226
H -0.511 0.523 0.930 0.215
H 1.570 1.206 1.459 0.402
C 3.400 3.262 -0.194 -0.617
H 4.456 3.463 -0.347 0.205
H 3.015 3.955 0.551 0.207
H 2.868 3.422 -1.127 0.236
H 3.727 1.665 1.215 0.195
H 4.775 1.107 -0.983 0.206
O 2.172 -1.164 1.999 -0.516
C 1.528 -1.534 3.193 -0.252
H 1.384 -2.617 3.254 0.183
H 2.191 -1.214 3.996 0.201
H 0.560 -1.034 3.305 0.174
H -0.248 -2.342 1.582 0.226
H -3.052 -3.707 -1.441 0.202
H -1.515 -4.004 -2.291 0.178
```

Properties
**Kohn-Sham gap**: 0.325 hartree
**HOMO**: -8.155 eV
**E_LUMO**: 0.68 eV
**SMILES**: COc1ccc(CC[C@@H](C)NC(=O)CCc2ccccc2)c(OC)c1


What should be chosen as the least stable of them? Choose w).